Density functional theory data (ωB97M-V with the def2-TZVPD basis set) for one molecule with the formula C4H8O2.

Results
* SMILES: C[C@H]1O[C@H]1CO
* charge: 0
* energy above the lowest of the compared OMol25 structures with the same formula, charge and spin: 192.9 kJ/mol

Last column: natural (NBO) charge in e.
Element x y z (Å)
H (1.86, 0.31, 0.38)  0.185
H (-1.56, 0.86, -2.07)  0.223
H (-0.54, 2.13, -1.35)  0.217
C (-1.10, 0.54, -0.01)  0.064
H (1.29, -2.21, 1.44)  0.465
O (-1.22, -0.87, 0.14)  -0.498
H (1.20, -1.07, -0.53)  0.176
H (0.15, 0.55, -1.77)  0.214
C (-0.18, -0.21, 0.85)  0.020
C (1.23, -0.58, 0.45)  -0.096
O (1.83, -1.42, 1.41)  -0.703
H (-0.34, -0.18, 1.93)  0.190
C (-0.73, 1.05, -1.38)  -0.638
H (-1.89, 1.10, 0.50)  0.181

***

Density functional theory data (ωB97M-V with the def2-TZVPD basis set) for C4H11BClCuF4Ti as an isolated structure.

Results
* charge: -2
* energy above the lowest of the compared OMol25 structures with the same formula, charge and spin: 21.8 kJ/mol
* spin multiplicity: 3

Last column: natural (NBO) charge in e.
Element x y z (Å)
Cl (1.68, 0.85, -3.05)  -0.572
H (1.97, -1.20, 0.62)  0.221
H (2.06, -2.47, -0.64)  0.172
C (-1.10, 0.05, -0.44)  -1.163
C (0.91, 0.25, 2.65)  -1.316
Ti (0.68, -0.48, -1.58)  1.308
H (0.71, -0.63, 3.27)  0.178
F (-0.80, 2.70, 0.98)  -0.577
H (3.06, -0.99, -0.79)  0.196
H (0.87, 1.18, 3.25)  0.185
H (0.30, -1.65, -3.79)  0.199
H (-0.95, -2.22, -2.66)  0.199
F (-2.96, 2.54, 0.10)  -0.563
H (0.73, -2.89, -2.56)  0.176
C (2.09, -1.39, -0.45)  -1.185
H (-1.82, -0.77, -0.22)  0.163
B (-2.21, 2.61, 1.28)  1.365
C (0.12, -2.00, -2.76)  -1.176
F (-2.63, 3.62, 2.13)  -0.564
F (-2.31, 1.30, 2.02)  -0.598
Cu (-0.55, 0.52, 1.43)  0.962
H (-1.68, 0.90, -0.85)  0.193
H (1.83, 0.17, 2.05)  0.194

***

> Among the records above, which one has the lowest charge?

C4H11BClCuF4Ti

***

> energy above the lowest of the compared OMol25 structures with the same formula, charge and spin of number 1 (C4H8O2)?

192.9 kJ/mol

***

What did the first record say?
Density functional theory data (ωB97M-V with the def2-TZVPD basis set) for one molecule with the formula C4H8O2.

Results
* SMILES: C[C@H]1O[C@H]1CO
* charge: 0
* energy above the lowest of the compared OMol25 structures with the same formula, charge and spin: 192.9 kJ/mol

Last column: natural (NBO) charge in e.
Element x y z (Å)
H (1.86, 0.31, 0.38)  0.185
H (-1.56, 0.86, -2.07)  0.223
H (-0.54, 2.13, -1.35)  0.217
C (-1.10, 0.54, -0.01)  0.064
H (1.29, -2.21, 1.44)  0.465
O (-1.22, -0.87, 0.14)  -0.498
H (1.20, -1.07, -0.53)  0.176
H (0.15, 0.55, -1.77)  0.214
C (-0.18, -0.21, 0.85)  0.020
C (1.23, -0.58, 0.45)  -0.096
O (1.83, -1.42, 1.41)  -0.703
H (-0.34, -0.18, 1.93)  0.190
C (-0.73, 1.05, -1.38)  -0.638
H (-1.89, 1.10, 0.50)  0.181